Computed, not measured: C7H33BO22Y as an isolated structure, with the ωB97M-V functional and the def2-TZVPD basis.

Each line ends with the natural charge from an NBO analysis.
Cartesian coordinates (Å):
Y -3.135 -15.363 -1.257  2.530
O -2.000 -16.464 -3.574  -1.010
O -0.694 -13.277 1.497  -0.966
O 3.269 -12.888 -5.147  -0.962
O 0.679 -12.022 -6.117  -0.966
O -3.312 -13.729 -3.150  -1.006
O 4.205 -16.349 0.302  -0.172
O 4.258 -14.642 -2.245  -0.943
O 1.968 -10.004 -3.216  -0.969
O -1.284 -18.465 2.834  -0.513
O -2.915 -13.139 -0.270  -1.056
O 1.674 -19.875 1.717  -0.623
O 1.787 -18.712 -0.404  -0.554
O 2.775 -17.613 1.387  -0.489
O -0.795 -14.832 -1.363  -1.006
O 0.341 -17.961 1.396  -0.692
O -0.737 -10.058 -4.512  -0.967
O 3.301 -12.840 0.453  -0.948
O -2.177 -10.684 -1.187  -0.977
O 0.591 -20.863 3.362  -0.466
O 3.715 -10.290 -1.008  -0.955
O 2.857 -17.426 -2.073  -0.408
O 2.410 -18.867 -4.569  -0.904
C 0.360 -14.244 -1.860  0.108
C 0.319 -12.719 -1.965  -0.648
C 0.725 -19.978 2.558  0.672
C 3.333 -17.168 0.327  0.680
C 2.610 -17.781 -0.935  0.742
C 0.726 -14.765 -3.221  -0.643
C -0.248 -18.800 2.275  0.663
B 1.629 -18.548 1.002  1.149
H 3.318 -10.681 -0.231  0.471
H -0.291 -12.257 -2.742  0.217
H 3.058 -10.400 -1.695  0.472
H 1.298 -12.628 -5.711  0.488
H 0.059 -14.292 -3.942  0.204
H 2.361 -10.368 -4.010  0.488
H 1.698 -14.410 -3.564  0.256
H 1.325 -12.358 -2.175  0.242
H 0.688 -15.854 -3.245  0.179
H 4.186 -13.117 0.691  0.485
H -2.485 -9.829 -1.486  0.510
H 1.164 -11.201 -6.198  0.482
H 0.104 -12.853 1.809  0.508
H 5.087 -14.622 -1.767  0.490
H 3.086 -13.362 -0.320  0.465
H 2.315 -19.368 -3.759  0.465
H -3.027 -12.259 -0.629  0.557
H 1.926 -18.057 -4.409  0.450
H -1.945 -17.041 -4.335  0.527
H -3.839 -13.772 -3.948  0.532
H -0.442 -13.684 0.668  0.476
H -2.372 -13.014 0.508  0.546
H -0.090 -10.105 -3.807  0.473
H -1.094 -16.214 -3.396  0.516
H 0.062 -12.356 -0.970  0.199
H 3.381 -13.771 -5.499  0.486
H 3.819 -15.433 -1.931  0.462
H 3.641 -12.932 -4.266  0.490
H 2.024 -9.056 -3.334  0.502
H -2.475 -13.364 -3.435  0.540
H 1.239 -14.445 -1.248  0.152
H -1.416 -10.488 -0.641  0.492
H -0.560 -10.829 -5.051  0.482

Values from the calculation:
**Charge**: +2
**F_max**: 6.77 eV/A
**E_tot**: -54545.486 eV
**<S²>**: 0.76
**Multiplicity**: 2
**HOMO-LUMO gap (spin up / spin down)**: 5.48 / 3.16 eV



Computed, not measured: a 8-piece molecular cluster, C7H34N15O7P2S overall, with the ωB97M-V functional and the def2-TZVPD basis.

Each line ends with the natural charge from an NBO analysis.
Cartesian coordinates (Å):
S 1.175 2.419 -1.085  -0.175
P -1.687 2.508 0.888  0.949
P 0.160 3.662 0.367  0.390
O -1.989 6.346 -1.548  -0.690
O 2.621 -1.603 -0.552  -0.673
O -4.885 -6.761 3.306  -0.675
O -1.277 -6.808 0.385  -0.699
O -2.219 -1.476 1.535  -0.740
O 3.603 9.194 -2.244  -0.640
O 6.021 1.343 2.327  -0.645
N 2.509 7.220 -2.318  -0.859
N 3.924 2.052 1.887  -0.858
N -1.821 7.852 -3.220  -0.841
N 4.733 0.166 0.894  -0.844
N -3.325 -5.479 4.317  -0.847
N 3.684 -2.242 -2.440  -0.832
N 2.830 -0.139 -2.260  -0.844
N -0.963 5.758 -3.477  -0.844
N -2.933 -7.692 3.955  -0.842
N -1.454 -3.601 1.498  -0.835
N -3.688 -3.188 1.410  -0.840
N -0.511 -8.933 0.343  -0.842
N 1.355 9.181 -2.455  -0.852
N -1.685 1.099 0.114  -1.196
N -2.747 -8.518 0.257  -0.840
C -3.785 -6.652 3.826  0.765
C -2.439 -2.680 1.484  0.784
C 4.963 1.195 1.739  0.763
C 3.019 -1.346 -1.679  0.769
C -1.498 -8.010 0.332  0.775
C 2.557 8.573 -2.333  0.762
C -1.615 6.633 -2.677  0.768
H 0.485 8.686 -2.529  0.383
H 5.483 -0.494 0.761  0.414
H -2.024 -7.623 4.377  0.390
H 0.233 2.407 -2.134  0.223
H 3.844 -3.154 -2.041  0.418
H 1.025 3.857 1.513  0.125
H -3.512 -7.860 0.247  0.415
H 4.058 2.831 2.512  0.409
H -2.808 3.278 0.459  0.036
H 1.658 6.691 -2.392  0.375
H 3.868 0.027 0.401  0.397
H -2.950 -9.500 0.212  0.392
H -0.650 5.976 -4.407  0.406
H -0.217 4.928 -0.246  0.132
H 4.019 -2.049 -3.367  0.394
H -1.782 2.311 2.304  0.042
H 3.044 1.950 1.415  0.359
H -3.240 -8.584 3.600  0.409
H 1.349 10.189 -2.473  0.415
H -3.933 -4.678 4.239  0.410
H -2.304 8.532 -2.653  0.423
H 3.385 6.730 -2.230  0.411
H -1.616 -4.594 1.455  0.421
H -2.424 -5.367 4.745  0.391
H -0.506 -3.262 1.552  0.408
H -0.671 -9.924 0.300  0.392
H 3.149 0.095 -3.183  0.396
H -4.453 -2.532 1.396  0.406
H 2.338 0.557 -1.720  0.378
H -0.795 4.835 -3.109  0.392
H -3.889 -4.172 1.368  0.406
H -1.524 8.111 -4.145  0.404
H 0.436 -8.593 0.398  0.410
H -1.711 0.319 0.801  0.448

Values from the calculation:
**Charge**: +1
**F_max**: 5.02 eV/A
**E_tot**: -73905.431 eV
**Multiplicity**: 1
**HOMO-LUMO gap**: 6.86 eV



Computed, not measured: a 10-piece molecular cluster, C7H34NO9 overall, with the ωB97M-V functional and the def2-TZVPD basis.

Each line ends with the natural charge from an NBO analysis.
Cartesian coordinates (Å):
O -2.103 0.713 -3.777  -1.118
O 2.642 0.112 3.218  -0.966
O -0.991 1.864 2.356  -0.999
O -4.170 0.088 -0.992  -1.180
O 0.398 0.681 4.423  -0.991
O -0.684 -1.239 2.154  -1.031
O -2.918 1.682 0.532  -1.035
O 1.383 1.936 -4.340  -0.954
O -3.354 -0.772 1.601  -1.047
N -1.004 0.055 -0.854  -0.755
C 2.884 -1.362 0.122  -0.469
C 0.589 1.895 -0.668  -0.679
C 0.417 0.403 -0.531  -0.080
C 1.287 -0.321 -1.554  -0.449
C 2.031 -2.584 0.152  -0.200
C 2.292 -3.702 -0.507  -0.398
C 2.746 -0.573 -1.221  -0.384
H -2.504 1.656 1.426  0.502
H -1.557 0.981 -4.530  0.470
H 0.598 0.175 0.517  0.250
H -0.338 2.506 2.661  0.480
H -1.196 -0.890 -0.524  0.412
H -3.375 2.524 0.496  0.485
H 0.376 2.373 -1.634  0.222
H -1.597 -0.898 2.072  0.507
H 2.748 -0.635 0.923  0.238
H -1.692 0.716 -0.460  0.476
H -0.756 -2.064 2.641  0.473
H -1.197 0.056 -1.862  0.447
H -4.614 0.630 -1.668  0.419
H -4.290 -0.868 1.823  0.483
H 0.750 -0.144 4.053  0.495
H 1.670 2.138 -0.665  0.218
H 0.296 2.667 0.044  0.243
H -3.013 0.824 -4.093  0.425
H 3.950 -1.585 0.203  0.218
H 3.384 0.312 -1.205  0.207
H 2.171 0.738 3.784  0.490
H -0.605 1.107 2.848  0.504
H 0.856 -1.328 -1.687  0.218
H 1.634 1.866 -3.417  0.474
H -0.152 0.392 5.161  0.487
H 0.985 0.005 -2.557  0.220
H 1.788 1.241 -4.864  0.474
H -3.426 0.087 1.117  0.504
H 1.078 -2.480 0.663  0.208
H 1.608 -4.537 -0.441  0.199
H -4.193 -0.778 -1.438  0.417
H 3.116 -1.212 -2.026  0.208
H 2.964 -0.621 3.749  0.474
H 3.090 -3.832 -1.230  0.191

Values from the calculation:
**F_max**: 3.30 eV/A
**E_tot**: -27724.689 eV
**<S²>**: 0.75
**Multiplicity**: 2
**HOMO-LUMO gap (spin up / spin down)**: 2.18 / 9.79 eV



Computed, not measured: a 12-piece molecular cluster, C7H34O11 overall, with the ωB97M-V functional and the def2-TZVPD basis.

Each line ends with the natural charge from an NBO analysis.
Cartesian coordinates (Å):
O 1.461 -3.500 1.349  -0.963
O 0.006 4.098 2.125  -0.950
O 1.510 3.211 -3.039  -0.917
O -3.958 1.302 -1.114  -0.943
O -1.609 -4.213 0.920  -0.977
O -1.648 -0.347 -3.337  -0.944
O 0.941 -0.933 -4.145  -0.940
O -0.612 -1.988 3.799  -0.966
O -3.572 -2.089 -1.249  -0.952
O 1.385 -3.810 -1.752  -0.939
O -0.277 3.748 -0.866  -0.973
C -1.266 1.044 1.245  -0.450
C 1.812 0.671 0.945  0.066
C 2.109 1.606 3.311  -0.619
C 2.974 1.457 0.221  -0.661
C -0.644 0.169 0.494  -0.242
C 0.728 0.412 0.110  -0.266
C 1.893 0.361 2.491  -0.442
H -0.584 -3.901 0.972  0.493
H -3.591 -2.988 -0.858  0.479
H 1.242 2.446 -3.141  0.449
H 0.888 3.810 1.956  0.477
H 0.772 -3.986 -1.077  0.472
H -1.057 -0.652 -0.002  0.220
H -2.001 0.055 -4.057  0.470
H 0.942 3.885 -2.979  0.470
H -3.817 0.273 -1.382  0.485
H -1.363 -2.102 4.361  0.481
H -2.152 -3.606 1.348  0.469
H 0.782 -0.644 -3.193  0.469
H -2.345 1.159 1.460  0.224
H 1.094 0.191 -0.940  0.204
H 2.714 -0.390 2.723  0.215
H -0.689 2.021 1.709  0.220
H 3.390 0.800 -0.618  0.223
H 2.886 2.316 3.172  0.208
H -0.325 4.661 1.460  0.490
H 1.765 -4.342 1.617  0.484
H 1.211 2.199 3.033  0.205
H 3.867 1.683 0.931  0.214
H -2.849 -2.241 -1.915  0.475
H 1.090 -2.996 2.029  0.495
H 2.584 2.361 -0.187  0.237
H -1.326 -1.162 -3.651  0.476
H -0.697 -1.123 3.310  0.486
H -0.541 3.023 -0.109  0.496
H -2.993 1.282 -0.904  0.457
H 2.355 1.257 4.372  0.219
H 0.993 -0.011 2.962  0.206
H -1.008 3.712 -1.494  0.472
H 2.238 -3.925 -1.379  0.468
H 1.884 -1.226 -3.952  0.471

Values from the calculation:
**F_max**: 12.28 eV/A
**E_tot**: -30327.865 eV
**Multiplicity**: 1
**HOMO-LUMO gap**: 8.73 eV
**Energy above the lowest of the compared OMol25 structures with the same formula, charge and spin**: 138.2 kcal/mol
**SMILES**: C=C/C=C(/C)CC.O.O.O.O.O.O.O.O.O.O.O



Computed, not measured: a 13-piece molecular cluster, C7H38O13 overall, with the ωB97M-V functional and the def2-TZVPD basis.

Each line ends with the natural charge from an NBO analysis.
Cartesian coordinates (Å):
O -1.836 0.512 3.211  -0.757
O -2.903 3.483 0.086  -0.944
O -2.038 1.055 -1.521  -1.010
O 4.177 1.518 0.293  -0.970
O 3.451 -0.914 -2.097  -0.997
O 4.576 -1.221 0.388  -0.949
O -3.307 -1.430 -1.477  -0.961
O -0.637 2.013 -3.654  -1.007
O -1.210 -3.296 -1.495  -1.006
O 0.230 -0.332 -2.360  -1.001
O 1.318 -3.030 -2.517  -0.987
O -3.468 0.768 0.887  -1.013
O 2.263 1.590 -1.907  -1.017
C 0.211 2.066 1.299  -0.198
C 1.184 2.567 2.047  -0.416
C 0.904 -0.443 1.371  -0.424
C -1.485 -0.842 3.510  -0.066
C 0.174 -1.756 1.672  -0.403
C -1.242 -1.703 2.246  -0.430
C 0.044 0.662 0.746  -0.497
H -2.442 0.957 -0.641  0.487
H -1.133 0.943 2.707  0.491
H -4.418 0.916 0.850  0.496
H 3.259 1.638 0.561  0.489
H -1.901 -2.616 -1.353  0.507
H 4.213 1.864 -0.605  0.498
H 0.782 -2.351 2.362  0.205
H -3.584 2.903 0.435  0.473
H 3.689 -1.278 0.764  0.462
H -0.339 1.192 -3.234  0.504
H -0.397 2.779 0.744  0.207
H 1.498 3.576 2.245  0.219
H -0.606 -0.875 4.157  0.173
H 4.781 -0.275 0.549  0.509
H 2.894 -1.708 -2.119  0.492
H 1.491 0.000 2.173  0.201
H 2.839 0.796 -1.988  0.501
H 1.424 1.276 -2.269  0.486
H 1.117 -3.492 -3.336  0.483
H -0.575 -0.375 -1.835  0.499
H -1.882 -1.200 1.512  0.193
H -2.555 3.932 0.864  0.470
H 1.686 -0.723 0.659  0.209
H -0.999 0.398 0.652  0.210
H -2.398 -1.239 3.948  0.189
H 0.701 -3.354 -1.836  0.511
H -2.916 -0.935 -2.207  0.503
H 0.150 -2.325 0.740  0.218
H -1.618 -2.716 2.375  0.222
H -1.659 -4.118 -1.710  0.480
H 0.407 0.861 -0.264  0.282
H -0.059 2.777 -3.716  0.485
H 1.863 1.840 2.494  0.173
H 0.459 -1.188 -2.749  0.514
H 3.817 -1.000 -1.184  0.489
H -3.159 -0.939 -0.661  0.488
H -3.072 0.808 1.777  0.523
H -1.765 1.981 -1.589  0.513

Values from the calculation:
**F_max**: 1.87 eV/A
**E_tot**: -34493.360 eV
**Multiplicity**: 1
**HOMO-LUMO gap**: 10.16 eV
**Energy above the lowest of the compared OMol25 structures with the same formula, charge and spin**: 36.8 kcal/mol